The following is a quantum chemistry calculation of a molecular structure, C64H144F4N2O8P4S4 at a distorted geometry, from the OMol25 dataset.

XYZ file:
```
230
Properties=species:S:1:pos:R:3:forces:R:3
C -2.001642 -6.817240 3.868722 0.21 0.75 -0.36
C -1.926366 -5.264686 4.124764 0.65 -2.48 -0.93
C -2.721928 -4.452319 3.107777 -0.43 0.41 1.75
C -2.137862 -4.474362 1.717741 -0.78 0.80 -0.12
P -3.175909 -3.669180 0.465031 0.68 0.74 0.40
C -3.459880 -1.837041 0.837919 0.05 -1.42 -0.61
C -4.768541 -1.637112 1.576271 -0.49 0.24 0.35
C -5.006819 -0.197163 1.979049 0.97 1.11 1.76
C -4.107822 0.267149 3.157589 0.24 -0.29 0.09
C -4.699652 -4.560517 0.430011 -0.33 0.51 0.99
C -5.623291 -4.357134 -0.738667 -0.66 -0.23 -0.09
C -6.666981 -5.482119 -0.786018 -0.02 0.26 -0.75
C -6.080750 -6.823031 -1.242694 0.37 0.31 0.58
C -2.390802 -3.866276 -1.135470 -0.48 0.43 0.82
C -2.419158 -5.238494 -1.758433 0.32 -0.38 -1.07
C -2.335081 -5.111570 -3.281155 -0.72 -0.79 -1.21
C -2.737401 -6.346151 -4.097928 -0.13 -1.14 0.15
H -1.445707 -7.380121 4.625035 -0.22 0.18 0.00
H -1.580115 -7.111181 2.904682 0.03 0.06 -0.07
H -3.040044 -7.130341 3.865542 -0.20 -0.19 0.16
H -0.864606 -5.017222 4.053928 -0.04 0.39 0.28
H -2.255218 -5.225585 5.148049 -0.25 1.00 0.34
H -2.764975 -3.448208 3.519987 0.35 0.56 -0.32
H -3.771560 -4.720762 3.184456 -0.25 -0.60 -0.43
H -2.004223 -5.494296 1.364038 0.36 -0.08 -0.13
H -1.236285 -3.869695 1.711942 0.43 -0.40 -0.13
H -3.416178 -1.223755 -0.064683 0.08 -0.30 -0.16
H -2.580024 -1.590982 1.426515 -0.13 0.29 0.29
H -4.739919 -2.307987 2.439076 -0.33 0.27 0.27
H -5.682982 -1.846622 1.019314 0.34 -0.75 -0.51
H -5.999195 -0.043053 2.395587 -0.44 -0.37 -0.47
H -4.899974 0.476875 1.120114 0.04 -0.15 0.04
H -4.412495 1.204202 3.612110 0.07 0.59 -0.63
H -3.032236 0.276595 2.955956 -0.18 0.23 -0.15
H -4.246475 -0.367108 4.029900 -0.05 -0.73 -0.09
H -5.226916 -4.121492 1.275234 -0.12 -0.27 0.41
H -4.489383 -5.582607 0.723759 0.00 -0.37 -0.29
H -5.110831 -4.271706 -1.692286 0.13 -0.21 -0.24
H -6.132656 -3.405044 -0.589146 -0.04 0.08 -0.11
H -7.381486 -5.192136 -1.561501 -0.14 -0.02 0.11
H -7.246693 -5.520869 0.145215 0.33 -0.17 -0.05
H -6.865700 -7.574722 -1.261317 0.07 -0.07 -0.48
H -5.295777 -7.235589 -0.598349 -0.14 0.20 0.27
H -5.569563 -6.659263 -2.197791 -0.49 -0.33 -0.16
H -1.426932 -3.387635 -1.021858 0.25 0.15 -0.43
H -3.099882 -3.221602 -1.659171 0.47 0.27 -0.72
H -3.339150 -5.740592 -1.463098 0.05 -0.31 -0.13
H -1.562428 -5.877801 -1.568430 0.03 -0.07 1.05
H -1.316201 -5.034084 -3.648801 0.38 1.07 0.47
H -2.947525 -4.274799 -3.608660 0.16 0.28 -0.17
H -3.705839 -6.789153 -3.880684 -0.26 0.20 0.32
H -2.020527 -7.166396 -3.975362 0.02 0.09 0.35
H -2.733753 -6.218475 -5.176760 0.03 0.66 -0.09
C 6.513941 -0.164685 -0.288797 -0.59 0.33 -0.14
C 5.258002 -0.814280 0.278763 -0.58 -1.42 -1.00
C 4.826294 -2.076750 -0.537251 0.34 0.04 0.98
C 3.460256 -2.611465 -0.042038 -0.01 -1.10 -1.07
P 2.775098 -3.975813 -1.110260 0.77 0.27 0.24
C 1.812672 -3.302995 -2.497242 -0.49 -0.11 -0.03
C 2.528824 -2.334365 -3.451293 0.32 -0.61 -0.14
C 1.714273 -2.068536 -4.716587 -0.11 0.58 -0.32
C 0.347034 -1.390569 -4.467010 0.35 -1.28 0.13
C 4.143110 -4.966750 -1.755470 -0.10 0.32 -0.04
C 3.739337 -6.235054 -2.507862 0.45 -0.64 0.25
C 4.861711 -7.283295 -2.374321 0.38 -0.05 -0.70
C 4.642135 -8.503730 -3.263548 -0.57 -0.18 -0.17
C 1.637115 -5.030214 -0.170160 0.13 -0.24 -0.23
C 2.190830 -5.901417 0.966329 -0.59 -0.01 0.45
C 1.064458 -6.475285 1.863083 -0.34 0.90 0.74
C 1.644952 -7.172705 3.104616 0.53 -0.38 -1.00
H 6.710343 0.736033 0.301623 0.18 0.07 -0.41
H 6.260314 0.073352 -1.324368 0.29 0.48 0.04
H 7.440590 -0.742454 -0.347367 -0.33 -0.33 0.42
H 4.364384 -0.221271 0.115259 0.23 0.97 0.57
H 5.355927 -1.093615 1.331363 -0.12 0.11 -0.04
H 5.639255 -2.789565 -0.350688 -0.39 -0.39 -0.43
H 4.754127 -1.860909 -1.603522 0.28 0.20 -0.03
H 2.637047 -1.890907 -0.081228 0.27 0.37 0.41
H 3.578543 -3.052196 0.945717 -0.28 0.18 0.24
H 0.904326 -2.852532 -2.073311 0.26 0.21 0.17
H 1.405302 -4.151785 -3.060209 0.30 -0.20 0.01
H 3.470065 -2.785448 -3.793565 0.01 0.05 0.26
H 2.778846 -1.431448 -2.896799 -0.10 0.27 -0.16
H 1.636554 -2.989229 -5.317936 -0.40 -0.02 0.50
H 2.283503 -1.452114 -5.421639 0.19 0.26 0.47
H -0.368089 -2.146517 -4.121182 -0.19 0.04 -0.42
H 0.023292 -0.927949 -5.393747 -0.36 0.09 0.11
H 0.352277 -0.692270 -3.640025 0.42 0.47 -0.08
H 4.896585 -5.121289 -0.994741 -0.28 -0.54 0.89
H 4.766457 -4.337346 -2.384709 -0.32 0.35 -0.59
H 3.547483 -5.940209 -3.552827 0.14 -0.48 0.24
H 2.863275 -6.769033 -2.139484 -0.46 0.55 0.17
H 4.986543 -7.687018 -1.356291 -0.22 0.69 -0.05
H 5.786900 -6.751596 -2.634661 0.09 -0.41 0.01
H 4.293168 -8.242708 -4.263201 0.44 0.13 -0.17
H 3.842072 -9.146003 -2.893529 -0.16 0.12 0.36
H 5.500302 -9.166841 -3.310645 0.27 0.21 -0.17
H 1.159341 -5.690946 -0.889796 -0.18 0.04 -0.32
H 0.877993 -4.320665 0.162731 -0.14 0.00 0.31
H 2.883276 -5.301881 1.576476 -0.22 -0.28 0.05
H 2.723447 -6.784036 0.619370 0.41 0.21 -0.48
H 0.332395 -7.110202 1.366039 0.45 -0.43 -0.59
H 0.392375 -5.659374 2.163454 0.46 0.22 0.25
H 2.560847 -6.660715 3.399748 -0.19 0.11 0.41
H 1.951890 -8.195815 2.878768 0.07 -0.01 -0.25
H 0.955737 -7.291637 3.918027 -0.37 0.39 0.44
C -5.535908 4.693889 2.229433 0.23 -0.67 0.88
C -5.963681 4.217081 0.859878 -0.37 0.54 -0.81
C -5.094812 4.817141 -0.266244 -0.28 -0.23 0.03
C -5.614820 4.434955 -1.661677 -0.19 -0.51 -0.29
P -4.348578 4.724626 -2.961195 -0.56 1.12 0.36
C -3.068935 3.499391 -2.698500 -0.32 -0.69 -0.15
C -1.640648 3.986040 -2.614297 0.14 0.05 -0.09
C -0.592138 2.874354 -2.658409 -0.45 1.56 1.78
C -0.555169 2.093971 -3.903664 0.74 -0.95 -1.08
C -4.938735 4.507515 -4.667772 -0.24 -0.12 -0.68
C -3.779685 4.445027 -5.725613 0.26 -0.37 0.62
C -3.725369 3.143315 -6.512440 0.17 -0.28 -0.80
C -2.518622 3.083305 -7.439700 0.64 0.03 -0.28
C -3.764499 6.459884 -2.718434 -1.22 -0.78 -0.23
C -3.211850 7.127918 -3.968045 0.96 -0.45 -0.13
C -2.684015 8.523028 -3.679272 -0.68 0.46 -0.08
C -3.010300 9.482100 -4.814361 0.13 0.20 -0.52
H -5.666058 5.763063 2.397877 -0.24 -0.04 -0.19
H -4.498752 4.480914 2.486671 0.28 -0.03 -0.44
H -6.078449 4.134720 2.998892 -0.25 0.32 -0.06
H -7.011500 4.492777 0.692658 0.02 0.25 -0.01
H -6.005181 3.127803 0.743134 0.49 0.00 0.28
H -4.074711 4.468385 -0.086679 0.15 0.09 -0.16
H -5.094280 5.908104 -0.237252 0.09 0.01 0.40
H -6.564125 4.929246 -1.870950 0.18 0.54 -0.20
H -5.940061 3.388521 -1.679946 0.51 -0.21 -0.12
H -3.240047 2.753805 -3.479909 0.18 -0.02 -0.14
H -3.325640 2.999119 -1.768508 -0.03 -0.10 0.28
H -1.571719 4.513145 -1.653655 0.36 0.19 -0.37
H -1.386763 4.613135 -3.465176 -0.22 0.62 0.05
H -0.745213 2.320125 -1.731543 0.29 -0.57 -0.15
H 0.338411 3.438696 -2.526905 0.14 -0.38 -0.01
H -1.373848 1.402445 -4.067112 -0.26 -0.27 0.28
H 0.380584 1.517376 -3.922203 -0.33 -0.01 -0.14
H -0.546809 2.717019 -4.796794 0.11 0.33 -0.03
H -5.697034 5.223105 -5.003696 0.24 0.32 0.51
H -5.530657 3.579494 -4.655772 0.43 -0.12 -0.01
H -2.800005 4.511421 -5.239020 -0.10 -0.13 0.30
H -3.729769 5.330680 -6.362439 -0.61 -0.12 -0.13
H -4.592216 2.893954 -7.119618 -0.50 0.62 -0.02
H -3.682258 2.274977 -5.858923 0.22 0.02 0.54
H -2.456124 2.123828 -7.947565 -0.06 -0.18 0.06
H -1.579148 3.215233 -6.901074 0.02 -0.07 0.21
H -2.472366 3.824785 -8.244159 -0.48 0.14 0.23
H -3.213990 6.489367 -1.780835 0.58 0.09 -0.20
H -4.688313 7.001729 -2.507693 -0.23 -0.04 0.27
H -4.008733 7.199162 -4.713560 -0.01 -0.10 0.08
H -2.411859 6.529790 -4.411310 -0.07 0.00 -0.08
H -1.615959 8.548920 -3.507054 0.22 -0.27 0.25
H -3.193260 8.846460 -2.764987 0.27 0.35 -0.03
H -2.536721 10.451344 -4.679708 -0.05 0.10 0.14
H -4.080128 9.638306 -4.920351 -0.20 0.06 0.15
H -2.676851 9.129991 -5.800373 0.12 -0.19 0.29
C 2.520314 5.944520 7.655128 0.03 0.11 -0.93
C 3.187628 5.985740 6.273845 0.33 -0.20 -0.67
C 3.216863 4.612110 5.508930 -0.38 1.30 1.01
C 3.552838 4.723801 4.016662 0.37 1.36 0.16
P 3.722698 3.270271 3.058397 -0.12 -0.48 -0.35
C 2.552281 2.058954 3.589475 -0.63 -0.80 0.28
C 2.992458 0.971636 4.584269 0.46 -0.73 -0.51
C 1.854479 0.412074 5.425812 -0.36 -0.01 0.15
C 2.265635 -0.754661 6.321823 0.63 -0.11 -0.04
C 5.383971 2.708368 3.228492 1.55 -1.16 0.07
C 6.465919 3.645201 2.684965 0.38 0.65 0.38
C 7.920075 3.173247 2.776797 -0.66 -1.43 -0.89
C 8.885783 4.214889 2.274166 0.82 0.30 0.58
C 3.513807 3.686805 1.325636 0.01 0.22 -0.87
C 3.762174 2.578269 0.281934 -0.09 -0.46 1.28
C 3.416641 2.959099 -1.123557 0.70 -0.35 -1.60
C 3.634654 1.802441 -2.127511 0.14 -0.50 -0.05
H 2.973963 5.188238 8.292636 0.21 0.20 0.21
H 1.475764 5.653455 7.532725 -0.11 0.27 0.19
H 2.622998 6.968903 8.058047 -0.29 -0.72 0.24
H 4.185570 6.411586 6.414540 0.15 -0.24 -0.27
H 2.658554 6.683192 5.626918 -0.14 0.22 0.06
H 2.185536 4.290882 5.620175 -0.01 -0.71 -0.05
H 3.888166 3.998207 6.111017 0.00 -0.52 -0.45
H 4.491652 5.276630 3.849985 -0.26 0.07 0.14
H 2.781262 5.250148 3.436887 -0.08 0.27 0.53
H 2.217560 1.588221 2.661907 -0.27 -0.15 0.12
H 1.683479 2.567986 4.011726 0.03 0.25 -0.22
H 3.775605 1.281692 5.274657 0.10 0.34 0.04
H 3.435822 0.165413 3.983554 0.02 -0.04 0.19
H 1.014396 0.080075 4.820613 -0.04 0.10 -0.40
H 1.448684 1.239975 6.017107 0.05 -0.12 0.15
H 1.467037 -1.069175 6.985656 -0.04 0.29 0.31
H 3.187874 -0.545875 6.876854 -0.34 0.23 0.30
H 2.527967 -1.667916 5.789674 -0.09 0.02 -0.60
H 5.544139 1.749754 2.716850 -0.45 -0.05 -0.07
H 5.520514 2.439371 4.280151 0.18 0.30 0.10
H 6.472566 4.601247 3.198866 -0.51 0.38 -0.01
H 6.287485 3.817159 1.615260 -0.09 0.19 0.22
H 7.910189 2.290608 2.126543 0.55 -0.10 -0.13
H 8.224836 2.760947 3.735599 -0.22 0.38 0.40
H 8.834590 5.108420 2.899528 -0.24 0.18 -0.17
H 8.779375 4.487538 1.232253 -0.40 0.08 -0.21
H 9.926467 3.908392 2.380911 -0.02 -0.34 0.00
H 4.238084 4.476050 1.090539 -0.19 0.18 0.27
H 2.522952 4.101526 1.194759 -0.30 0.20 0.15
H 3.205785 1.664489 0.537384 0.08 0.13 0.09
H 4.827196 2.357289 0.356719 0.12 -0.37 -0.24
H 4.084826 3.758728 -1.469727 -0.42 0.27 0.21
H 2.372513 3.235860 -1.259359 -0.01 0.37 0.38
H 4.656952 1.412019 -2.212115 0.10 0.47 0.33
H 3.376649 2.096752 -3.156689 -0.20 -0.04 0.40
H 3.049271 0.924579 -1.831893 -0.30 0.18 -0.15
N 0.384122 4.240936 2.703472 1.68 -0.69 -1.52
S -0.399904 4.646096 4.002934 -2.83 -2.13 -1.29
O -0.404784 3.586310 4.981827 0.68 1.46 0.18
O -1.666637 5.158156 3.559207 0.30 0.62 1.45
F 0.477854 5.816173 4.497619 0.42 0.33 0.35
S -0.469472 3.260792 1.762088 -3.28 0.95 2.14
O -1.429881 4.045648 0.964327 1.71 -2.00 0.49
O -0.923358 2.112084 2.544661 0.57 1.42 -1.84
F 0.583869 2.713795 0.754348 0.63 0.19 -0.17
N -0.210504 -1.777798 0.599924 -0.88 -1.55 -1.23
S 0.298577 -1.524891 2.082156 -0.87 3.34 -1.77
O -0.840418 -1.237437 2.942529 2.26 -1.45 -0.20
O 1.380086 -0.562716 1.936363 -0.42 -1.53 1.84
F 0.923552 -2.975212 2.347096 -0.48 0.77 0.39
S -0.425360 -0.495117 -0.319739 2.72 1.41 2.09
O 0.887403 -0.053002 -0.808304 -2.35 -0.30 -0.19
O -1.316346 0.440791 0.334260 0.56 -0.89 -1.91
F -1.139466 -1.117715 -1.595601 -0.06 0.02 0.57
```
Forces are in eV/Å.

Output
- Total charge: +2
- ΔE to the lowest compared entry with this formula, charge and spin: 0.0000 eV
- HOMO level: -11.8 eV
- Gap between HOMO and LUMO: 8.57 eV

These are the Mulliken partial charges, in e, on atoms 1 to 2:
1. C -1.260
2. C -0.279